(1)
# C52H42N7O8P2S4Y

A molecular structure, C52H42N7O8P2S4Y (ωB97M-V with the def2-TZVPD basis set, OMol25).

Results
2S+1: 1
ΔE to the lowest compared entry with this formula, charge and spin, kcal/mol: 89.3
Total charge: -2
Frontier orbital gap, eV: 6.4

Cartesian coordinates (Å):
C: -3.23 -1.05 -3.35
C: 3.09 -0.73 2.61
H: -1.05 -1.70 -5.85
P: -0.51 -0.49 -3.19
C: -0.98 2.24 4.58
S: 0.68 -2.12 -3.02
P: -0.77 1.84 -1.45
H: 3.18 2.32 -4.71
H: -2.98 4.81 1.84
H: 2.15 -4.23 2.69
H: -0.92 5.29 -5.02
C: -2.00 2.26 -0.15
C: 6.05 0.44 -0.24
C: -0.86 0.17 -1.69
S: -0.06 0.55 1.88
C: -0.40 1.16 -5.52
H: 7.41 0.40 1.44
H: -3.11 -2.57 -6.88
C: -4.38 -1.57 -3.92
C: -2.03 -1.07 -4.04
O: -3.93 -4.86 -0.50
H: -1.60 3.05 4.97
H: -4.53 0.83 1.59
H: 4.19 3.69 4.88
C: 1.54 2.46 -6.09
H: -5.25 -2.51 -5.64
H: 2.05 0.73 -3.22
C: -3.12 -3.61 1.26
C: 5.40 -0.11 1.98
C: 3.15 3.39 4.83
O: -4.87 -4.11 5.55
C: -3.15 -2.14 -5.89
N: -1.36 -1.24 3.57
C: 4.75 0.26 -0.66
H: 0.48 3.54 2.76
H: -1.30 4.26 0.12
N: -4.89 -4.47 4.38
N: -3.01 -4.18 -0.08
O: 0.08 -2.24 2.15
S: -1.48 0.67 5.30
H: 2.95 -2.67 -2.17
C: -3.41 3.10 -4.34
H: -3.07 -2.59 4.96
C: 0.25 2.05 -6.37
H: -2.85 0.30 -0.15
C: -2.04 3.52 0.42
H: 5.39 -2.91 -1.85
C: -2.37 -2.44 1.59
C: -1.55 2.77 -2.84
H: 4.09 -1.14 4.47
C: 3.35 -0.44 4.06
C: -2.97 3.83 1.39
O: -1.97 -4.00 -0.68
O: -2.10 -0.05 3.92
C: -4.35 -2.10 -5.19
H: -5.31 -1.56 -3.35
C: 4.07 -0.33 1.59
C: 0.48 2.59 4.68
C: 1.06 3.33 3.65
C: 2.87 -3.88 0.84
H: 4.47 0.41 -1.69
H: 3.75 0.57 4.18
C: -1.47 4.49 -4.53
C: 3.72 -0.16 0.21
C: 4.24 -3.99 1.14
C: -2.73 4.14 -4.97
H: -3.23 -0.66 -2.34
H: 0.11 4.06 -3.13
C: 6.39 0.25 1.10
C: 2.39 3.72 3.72
H: 4.54 -4.35 2.12
C: -3.12 -2.83 3.91
N: 2.43 -3.37 -0.31
O: 2.54 -0.35 -0.27
C: -2.83 2.43 -3.28
C: -0.88 3.81 -3.47
C: -3.88 2.86 1.81
H: 2.44 -0.52 4.65
H: 0.99 -4.08 1.51
C: 5.15 -3.63 0.18
C: -2.92 1.30 0.26
C: 2.59 2.65 5.85
O: -5.63 -5.35 3.97
H: 2.82 4.27 2.89
S: 0.96 2.71 -0.98
N: 2.03 -1.29 2.19
H: 6.21 -3.68 0.40
H: -1.42 0.88 -5.72
H: 0.84 1.65 6.58
O: -1.84 -1.67 0.76
H: -4.59 -5.07 1.80
C: 1.26 2.25 5.78
H: 5.65 -0.25 3.03
C: -2.00 -1.64 -5.31
C: -4.01 -3.82 3.45
H: 3.18 2.37 6.71
H: -4.60 3.09 2.59
H: -3.37 1.63 -2.79
H: -4.41 2.82 -4.67
H: -0.28 2.43 -7.23
C: 3.34 -3.08 -1.25
C: -3.85 1.60 1.24
H: -3.19 4.66 -5.80
H: 2.04 3.17 -6.74
N: 1.93 -4.37 1.72
C: -2.31 -2.18 3.03
H: 6.80 0.75 -0.95
H: -1.23 2.12 3.52
C: -3.98 -4.25 2.14
C: 2.19 1.99 -4.95
Y: 0.50 -1.14 -0.24
C: 0.25 0.66 -4.39
N: 1.04 -1.69 3.12
C: 4.70 -3.20 -1.06
C: -0.23 -0.98 2.71
C: 1.55 1.09 -4.11

***

(2)
# C30H40N8ORuS2

A molecular structure, C30H40N8ORuS2 (ωB97M-V with the def2-TZVPD basis set, OMol25).

Results
2S+1: 2
ΔE to the lowest compared entry with this formula, charge and spin, kcal/mol: 0.0
Total charge: +1
Frontier orbital gap (spin up / spin down), eV: 6.3 / 6.6

Cartesian coordinates (Å):
C: 2.91 -1.06 -0.70
O: 0.08 -2.13 -0.03
C: -2.33 -1.83 -1.69
H: 0.69 3.49 3.73
N: -4.23 -1.25 3.72
H: 1.98 -2.68 1.58
C: -3.20 -0.93 3.33
N: 0.58 1.91 0.21
C: -3.32 -3.28 0.03
C: 3.75 3.83 -0.25
H: -0.85 -3.68 0.79
N: 3.05 -2.30 -0.21
H: -4.21 -4.57 1.48
H: 2.01 3.78 2.57
H: -0.74 2.41 -1.76
N: 0.07 3.65 1.75
H: 3.77 -4.11 -1.03
H: 2.81 -0.25 -3.84
H: 4.92 0.66 -0.16
C: 2.40 3.57 -0.11
H: 5.11 -2.02 -1.63
H: -2.58 -5.05 1.04
C: -2.61 3.54 0.80
N: -0.71 -1.71 5.83
H: 5.73 2.98 -0.31
H: 1.83 0.40 -2.52
S: -1.92 0.11 1.18
H: -3.44 2.88 0.54
S: 0.74 -0.36 2.69
C: -3.59 -1.63 -2.21
H: 3.54 -3.51 1.39
H: -2.88 4.56 0.53
C: -4.73 -2.20 -1.61
H: 3.43 1.08 -2.85
C: 4.22 1.48 -0.15
H: -2.85 -3.67 2.11
H: -6.35 -0.86 -2.00
N: 2.30 -0.09 -0.01
H: -0.83 5.36 0.94
C: -0.94 -2.83 0.11
C: 2.85 1.21 -0.06
C: -2.19 -2.66 -0.56
H: 4.10 4.85 -0.37
C: -6.09 -1.91 -2.17
C: 4.67 2.78 -0.24
H: -0.71 -0.39 -1.80
H: 2.03 -4.06 -0.67
C: -3.22 -4.19 1.23
H: -0.37 -1.92 -2.59
H: 0.63 5.64 1.90
C: -4.57 -3.02 -0.50
H: -6.85 -2.53 -1.70
C: -0.75 -1.30 4.76
H: -6.11 -2.09 -3.25
H: -3.72 -1.02 -3.09
H: -2.19 3.43 -1.81
H: -0.90 5.26 2.71
H: -2.45 3.48 1.88
H: -2.31 1.75 -1.27
C: 1.95 2.27 0.05
C: -1.68 2.64 -1.27
H: 1.25 2.18 2.69
C: 2.87 -3.48 -1.05
H: 1.69 4.39 -0.13
C: -1.93 -0.58 2.76
C: -0.77 -0.77 3.42
C: 3.01 -2.57 1.22
C: -0.26 2.87 0.71
H: 4.46 -2.11 -3.28
H: -1.48 -0.77 -3.34
N: -1.42 3.09 0.09
H: 2.66 -3.20 -2.07
N: 3.41 -0.84 -1.95
C: 1.07 3.25 2.74
H: 3.50 -1.78 1.77
Ru: 0.31 -0.04 0.60
C: 2.84 0.16 -2.83
C: -0.29 5.05 1.83
H: -5.44 -3.46 -0.04
C: -1.16 -1.20 -2.39
C: 4.64 -1.45 -2.42
H: 5.32 -0.66 -2.74

***

(3)
# C5H5NO

C5H5NO in the gas phase (ωB97M-V with the def2-TZVPD basis set, OMol25).

Results
2S+1: 1
ΔE to the lowest compared entry with this formula, charge and spin, kcal/mol: 150.0
Total charge: 0
Frontier orbital gap, eV: 9.3

Cartesian coordinates (Å):
H: 2.43 -0.58 -0.38
H: 0.87 1.50 1.00
C: 0.45 -1.06 0.34
C: 1.50 -0.12 -0.06
C: -2.82 -1.31 0.66
C: 0.93 0.97 -0.95
O: -0.52 -0.32 0.96
C: -1.73 -0.86 0.89
N: 1.57 1.30 0.29
H: -3.78 -1.73 0.46
H: 1.48 1.19 -1.86
H: -0.16 1.05 -1.02

***

(4)
# C4H7N3

C4H7N3 in the gas phase (ωB97M-V with the def2-TZVPD basis set, OMol25).

Results
2S+1: 1
ΔE to the lowest compared entry with this formula, charge and spin, kcal/mol: 94.4
Total charge: 0
Frontier orbital gap (spin up / spin down), eV: 7.7 / 8.6

Cartesian coordinates (Å):
H: -2.70 1.43 -1.11
C: 0.60 0.03 0.60
C: 1.97 -0.27 0.81
N: -1.28 -0.08 -1.02
C: -1.95 1.05 -0.42
N: 0.41 -1.72 -0.75
H: 0.02 0.52 1.38
H: -1.87 -0.77 -1.47
N: 2.49 -1.40 0.46
H: -1.22 1.85 -0.25
H: 2.56 0.53 1.28
H: 3.51 -1.36 0.45
H: -2.44 0.82 0.54
C: -0.12 -0.60 -0.50

***

(5)
# C24H33AuBrN4SSi

A molecular structure, C24H33AuBrN4SSi (ωB97M-V with the def2-TZVPD basis set, OMol25).

Results
2S+1: 1
ΔE to the lowest compared entry with this formula, charge and spin, kcal/mol: 7.1
Total charge: +1
Frontier orbital gap, eV: 8.1

Cartesian coordinates (Å):
C: 3.13 -1.43 5.05
H: -1.82 3.33 -0.79
H: 3.48 -0.18 -1.76
H: -1.49 2.81 -4.39
C: -3.77 1.03 -3.67
H: -0.61 -2.83 -1.55
C: -3.17 -2.03 -1.75
C: -1.41 0.20 -3.95
H: 5.82 -0.65 -1.94
H: -3.06 -1.31 0.98
N: 3.43 -0.47 0.32
H: -4.98 1.82 0.83
C: -0.63 -1.76 -1.36
H: -3.15 -1.82 -2.80
C: 5.42 -0.70 -0.95
H: -4.39 1.91 -3.39
H: -4.12 -1.67 -1.42
C: 3.39 -0.73 2.71
S: 7.68 -1.72 4.53
C: -4.48 1.28 -0.01
C: 6.16 -1.02 0.13
C: -2.33 1.13 -3.15
C: 3.90 -1.21 3.89
N: 7.45 -1.52 2.97
H: 3.64 -1.84 5.97
C: -2.08 -1.53 0.53
H: -2.51 3.32 -3.09
C: 5.55 -1.09 1.42
N: 2.14 -0.30 2.64
C: -2.02 -1.31 -1.04
C: 4.06 -0.42 -0.83
Br: 0.06 1.56 -0.84
H: 7.22 -1.20 0.05
H: -0.35 0.40 -3.72
C: 5.37 -1.43 3.93
C: 6.15 -1.34 2.71
H: 0.29 0.04 3.75
C: -1.74 2.59 -3.39
H: -4.97 1.61 -0.99
H: -2.69 2.35 2.01
C: -2.42 1.44 1.44
H: -1.62 0.45 -5.00
C: -2.79 3.11 -0.39
C: -2.92 1.65 0.07
H: -3.11 3.74 0.42
H: -0.86 2.81 -2.85
H: -3.51 3.36 -1.20
Si: -2.11 0.64 -1.29
H: -1.59 -0.90 -3.72
H: -1.37 1.29 1.38
H: -4.69 0.22 0.20
H: -4.24 0.04 -3.43
H: 1.14 -0.88 5.83
C: 4.15 -0.75 1.44
C: 1.38 -0.39 3.78
C: 1.82 -0.94 5.01
N: 6.06 -1.72 5.00
H: -1.93 -2.61 0.74
H: 0.07 -1.49 -0.57
H: -3.11 -3.06 -1.55
H: -0.23 -1.23 -2.21
H: -2.92 0.63 1.96
H: -1.35 -0.97 1.12
H: -3.72 1.18 -4.74
Au: 1.28 0.50 0.90

***

(6)
# C2H6N2O

2 unconnected molecules or ions with the total composition C2H6N2O (ωB97M-V with the def2-TZVPD basis set, OMol25).

Results
2S+1: 1
ΔE to the lowest compared entry with this formula, charge and spin, kcal/mol: 85.7
Total charge: 0
Frontier orbital gap, eV: 10.1

Cartesian coordinates (Å):
H: 2.98 -0.32 0.38
O: -2.13 -0.89 1.80
C: -2.19 -0.18 -0.58
H: 2.69 1.33 -0.05
C: -2.17 -0.52 0.68
H: -1.65 0.66 -0.89
H: -2.64 -0.65 -1.41
N: 2.51 0.32 -0.41
H: 0.49 -0.34 -0.48
H: 0.97 0.27 1.00
N: 1.14 0.33 -0.04

***

(7)
# C19H37N7O22S3

A molecular structure, C19H37N7O22S3 (ωB97M-V with the def2-TZVPD basis set, OMol25).

Results
2S+1: 1
Total charge: 0
Frontier orbital gap, eV: 7.7

Cartesian coordinates (Å):
H: -5.45 0.57 -2.52
O: -2.11 -1.70 -3.58
H: -4.68 -1.98 -4.01
H: -5.32 -1.07 -1.84
O: -3.80 -0.19 -4.60
C: 0.55 -0.12 -0.77
N: -2.87 1.15 2.32
H: 3.88 7.13 0.58
O: 2.49 5.82 1.31
C: 3.47 6.15 0.32
C: -1.89 -4.67 -2.27
H: -4.11 -1.65 -0.01
H: -1.86 -4.84 -1.19
O: 1.87 3.49 0.70
C: -2.23 -2.57 0.64
N: 0.86 1.48 4.28
O: -3.92 1.64 2.67
H: -1.49 -3.71 -2.57
H: 1.42 -3.15 0.24
H: 4.85 -1.80 5.59
O: 0.52 2.30 3.45
H: 0.05 0.67 -1.31
N: 1.77 -1.14 0.77
C: 3.85 -1.39 5.41
O: -2.43 0.10 2.75
S: -1.92 -7.07 -2.81
H: 3.29 5.62 -1.78
H: 5.51 2.33 2.22
C: -4.07 -3.82 0.55
N: 3.92 -0.70 4.08
H: 4.27 5.41 0.34
H: -5.07 -4.18 0.35
C: -3.26 -4.93 -2.86
O: -1.66 0.70 -3.65
O: 6.59 1.85 0.12
C: 1.23 -2.12 -0.03
C: -4.89 -0.91 -4.00
O: -3.53 -0.14 -2.25
H: 4.21 1.70 1.27
H: -0.36 -0.15 4.73
N: -1.95 -3.80 1.15
C: -3.07 -4.59 1.07
O: 5.60 3.66 -0.50
H: -1.20 2.24 1.85
H: 1.63 0.98 0.86
H: -4.02 -4.46 -2.23
O: 0.10 5.09 1.21
C: -2.07 1.86 1.31
C: -4.91 -0.37 -2.57
H: 1.44 2.76 -1.86
C: 1.87 2.90 -2.85
O: 1.67 4.80 -4.18
H: 2.92 3.15 -2.73
N: 1.08 3.93 -3.56
H: -1.51 -1.77 0.70
H: -1.18 -4.00 1.78
O: -3.38 -6.36 -2.84
O: 1.52 1.70 5.27
C: 2.74 6.18 -1.02
C: 0.42 0.07 4.02
H: -5.80 -0.72 -4.56
O: -1.08 -5.70 -2.88
H: 3.17 -2.22 5.28
N: 5.74 2.71 0.24
C: -3.55 -2.52 0.28
H: -0.09 -2.07 -1.72
C: 4.82 2.59 1.42
O: -1.76 -7.83 -4.00
O: -1.70 -7.69 -1.55
C: 0.46 -1.51 -0.98
H: 2.37 -1.35 1.55
S: -2.60 -0.36 -3.55
O: 3.66 -1.33 3.08
H: -2.67 2.67 0.89
H: -3.39 -4.60 -3.90
H: 3.64 -0.65 6.17
H: 1.33 -0.51 4.16
S: 1.39 4.84 0.67
H: 0.10 0.08 2.98
O: -0.12 3.82 -3.49
O: 1.50 5.46 -0.81
H: -3.13 -5.59 1.46
C: 1.25 0.08 0.40
H: -1.70 1.20 0.53
H: 1.79 1.97 -3.42
O: 4.28 0.45 4.10
H: 2.46 7.16 -1.41
H: 4.26 3.51 1.54

***

(8)
# C6H16N2

A gas-phase ion, C6H16N2 (charge -1) (ωB97M-V with the def2-TZVPD basis set, OMol25).

Results
2S+1: 2
ΔE to the lowest compared entry with this formula, charge and spin, kcal/mol: 23.3
Total charge: -1
Frontier orbital gap (spin up / spin down), eV: 2.3 / 8.9

Cartesian coordinates (Å):
H: 1.51 -0.75 1.02
C: -0.93 -0.88 -0.23
H: 1.31 -0.52 -2.00
H: -1.35 2.83 2.01
C: -2.17 -0.36 -0.94
H: -0.40 -1.64 -0.80
H: -2.50 0.58 -0.52
H: -1.20 -1.44 0.71
H: -1.51 0.47 1.59
C: -0.62 2.39 1.33
H: -1.90 -0.19 -1.98
C: 1.36 -0.03 0.20
N: 2.29 -2.03 -0.92
H: -2.99 -1.10 -0.88
H: 0.32 2.93 1.46
H: 0.07 0.53 2.25
C: 1.91 -0.61 -1.10
H: 2.19 -2.49 -1.82
H: 1.71 -2.47 -0.22
H: -1.01 2.65 0.34
H: 1.79 0.95 0.38
N: -0.10 0.27 0.10
C: -0.51 0.88 1.39
H: 2.74 0.05 -1.36